Here is a 2-piece molecular cluster, C3H9NO2S overall in a non-equilibrium geometry from the Open Molecules 2025 dataset. Energies are from wB97M-V/def2-TZVPD.

Geometry as XYZ:
```
16
Properties=species:S:1:pos:R:3
S -1.965 -0.512 0.928
O -0.338 0.446 3.387
O -0.596 0.681 -0.792
N -0.642 -0.371 0.118
C 0.392 -0.044 2.607
C 1.416 -0.453 -1.571
C 0.394 0.678 -1.811
H -3.209 -0.363 0.082
H 0.886 -0.980 2.903
H 0.655 0.345 1.603
H 2.284 0.001 -1.158
H -0.095 0.299 -2.699
H 0.751 1.596 -1.857
H -2.503 0.700 1.592
H 1.620 -0.947 -2.512
H 0.948 -1.077 -0.820
```

Properties
LUMO (eV): 0.34
Energy relative to the best compared isomer or geometry (same formula, charge and spin) (eV): 7.534
Multiplicity: 1
Energy (hartree): -722.89148
Kohn-Sham gap (eV): 8.550
Maximum force (Eh/bohr): 0.1336
Net charge: 0

Here is a 2-piece molecular cluster, C9H14BNO5 overall in a non-equilibrium geometry from the Open Molecules 2025 dataset. Energies are from wB97M-V/def2-TZVPD.

Geometry as XYZ:
```
30
Properties=species:S:1:pos:R:3
O -2.427 1.806 1.850
O 4.857 -2.597 0.136
O 2.652 1.908 0.554
O 2.836 -0.346 -0.298
O 0.417 -1.785 1.428
N -3.648 0.011 -0.195
C -3.661 0.395 -1.636
C -1.779 1.186 1.082
C -0.304 1.497 0.788
C 5.435 -2.501 1.430
C -1.492 -1.064 0.171
C -2.322 -0.041 0.321
C -0.107 -0.919 0.813
C -3.992 1.904 -1.799
C 0.527 0.474 0.630
B 2.071 0.662 0.276
H 4.661 -2.297 2.175
H -4.331 -0.251 -2.220
H 6.185 -1.705 1.450
H 5.915 -3.449 1.664
H -3.072 2.504 -1.925
H 0.007 2.543 0.699
H -4.509 2.315 -0.914
H -4.639 2.122 -2.665
H 2.550 -0.531 -1.204
H -2.636 0.255 -2.027
H 4.437 -1.750 -0.054
H -1.810 -1.961 -0.369
H 2.252 2.520 -0.084
H -4.072 -0.906 -0.078
```

Properties
LUMO (eV): -0.96
Energy relative to the best compared isomer or geometry (same formula, charge and spin) (eV): 0.793
Multiplicity: 1
Energy (hartree): -807.14957
Kohn-Sham gap (eV): 8.774
SMILES: CCNC1=CC(=O)C(B(O)O)=CC1=O.CO
Maximum force (Eh/bohr): 0.0443
Net charge: 0

Here is C6H7NO in the gas phase in a non-equilibrium geometry from the Open Molecules 2025 dataset. Energies are from wB97M-V/def2-TZVPD.

Geometry as XYZ:
```
15
Properties=species:S:1:pos:R:3
O -0.297 1.399 -0.606
N 1.585 0.874 0.381
C 1.452 -0.297 -0.007
C 0.630 -1.160 -0.826
C 2.738 -0.098 0.644
C -1.098 0.531 -0.364
C -0.644 -0.816 -0.926
C -2.335 0.658 0.545
H 3.039 -0.281 1.731
H 3.563 0.240 0.101
H -3.216 1.025 -0.085
H -2.437 1.510 1.288
H -2.684 -0.151 1.157
H -1.282 -1.438 -1.565
H 0.988 -1.997 -1.466
```

Properties
LUMO (eV): 0.16
Energy relative to the best compared isomer or geometry (same formula, charge and spin) (eV): 3.961
Multiplicity: 1
Energy (hartree): -362.66793
Kohn-Sham gap (eV): 9.606
SMILES: CC(=O)/C=C\C1=NC1
Maximum force (Eh/bohr): 0.0628
Net charge: 0

Here is C44H51AsN4O3PdSi2 as an isolated structure in a non-equilibrium geometry from the Open Molecules 2025 dataset. Energies are from wB97M-V/def2-TZVPD.

Geometry as XYZ:
```
106
Properties=species:S:1:pos:R:3
Pd -0.605 -0.631 0.409
As 2.474 -0.807 -0.127
Si -2.346 0.061 3.346
Si 0.139 -1.936 3.146
O -6.821 2.688 -2.592
O 0.583 1.156 -1.889
O -0.477 -0.817 -1.763
N -1.924 -2.335 0.399
N -4.887 3.604 -3.347
N -4.905 1.965 -1.643
N -1.740 1.254 0.014
C 0.790 -3.361 2.087
C 1.368 -0.549 3.512
C -2.804 -0.473 5.108
C 2.910 -1.201 -1.986
C 4.921 -2.805 2.680
C 4.209 -0.893 -3.992
C -3.227 -3.056 2.239
C -3.524 3.443 -3.747
C 4.655 -4.297 0.821
C 4.838 0.882 0.444
C 5.485 2.092 0.654
C -3.667 2.206 -1.020
C -1.951 3.608 -0.129
C -2.690 4.548 -3.824
C 2.772 2.048 0.077
C -1.332 1.645 3.546
C 5.148 -4.043 2.093
C -3.184 3.480 -0.742
C 3.690 -2.083 0.729
C -3.860 -3.961 1.405
C 2.477 -2.555 -3.938
C 4.775 3.282 0.581
C -0.813 3.131 -4.398
C 3.474 0.848 0.164
C -1.257 2.472 0.233
C -3.513 -4.045 0.063
C -0.160 -2.739 4.832
C -1.395 -1.202 2.366
C -1.353 4.391 -4.161
C -2.226 -2.237 1.716
C 3.419 3.259 0.286
C -3.017 2.185 -4.046
C -4.020 0.384 2.508
C -1.674 2.035 -4.348
C -5.606 2.754 -2.544
C -2.532 -3.194 -0.412
C -2.898 1.123 -0.625
C 2.184 -2.203 -2.627
C 4.194 -1.836 2.004
C 3.488 -1.898 -4.623
C 3.931 -3.324 0.146
C 0.071 0.148 -2.382
C 0.653 2.934 -4.669
C 3.925 -0.549 -2.678
H 1.905 -3.334 -4.426
H 0.902 -3.141 1.025
H -2.214 -3.174 -1.447
H -1.933 -0.567 5.759
H 2.865 4.186 0.208
H 0.809 2.299 -5.544
H 1.759 -3.697 2.468
H -0.968 -3.476 4.794
H -3.459 0.287 5.549
H 0.992 0.033 4.358
H 4.996 -0.375 -4.525
H 5.310 -2.593 3.668
H -5.504 1.280 -1.209
H -4.812 -0.113 3.073
H -3.672 1.323 -4.015
H 0.094 -4.201 2.181
H -3.767 4.349 -1.011
H 0.165 -0.009 -3.479
H 1.110 2.440 -3.807
H 1.532 0.140 2.681
H -1.531 4.582 0.078
H 4.489 0.240 -2.197
H -0.560 1.751 2.782
H 1.727 2.025 -0.202
H -3.996 -4.750 -0.600
H -4.062 0.004 1.488
H -4.631 -4.610 1.801
H -0.835 1.651 4.520
H -1.286 1.044 -4.558
H -0.292 2.532 0.719
H 5.710 -4.803 2.622
H -4.258 1.451 2.478
H 0.748 -3.269 5.138
H 4.030 -0.873 2.470
H 2.328 -0.966 3.822
H -3.488 -2.984 3.287
H 3.712 -2.165 -5.648
H 4.834 -5.256 0.351
H 1.156 3.884 -4.843
H 1.366 -2.688 -2.110
H -0.712 5.263 -4.214
H -3.222 0.112 -0.844
H -5.483 4.194 -3.906
H -3.347 -1.422 5.133
H -3.088 5.532 -3.602
H 5.403 -0.040 0.493
H 3.557 -3.535 -0.848
H 6.546 2.103 0.871
H -0.398 -2.014 5.611
H 5.280 4.226 0.747
H -1.974 2.529 3.503
```

Properties
LUMO (eV): -0.33
Energy relative to the best compared isomer or geometry (same formula, charge and spin) (eV): 0.000
Multiplicity: 1
Energy (hartree): -5094.75211
Kohn-Sham gap (eV): 7.734
Maximum force (Eh/bohr): 0.0271
Net charge: 0

Here is C18H38N2O6S as an isolated structure in a non-equilibrium geometry from the Open Molecules 2025 dataset. Energies are from wB97M-V/def2-TZVPD.

Geometry as XYZ:
```
65
Properties=species:S:1:pos:R:3
S -3.201 -0.235 1.287
O 6.409 -2.439 2.613
O 7.002 -0.445 1.734
O -1.788 0.348 1.855
O -4.039 1.148 1.295
O -3.081 -0.671 -0.056
O -3.695 -1.168 2.234
N -3.624 1.681 3.569
N -1.694 2.116 0.374
C 6.402 0.713 2.301
C -3.320 2.014 2.196
C 3.824 3.134 2.639
C 6.235 -1.587 1.745
C -3.588 -3.637 -3.144
C 1.335 3.677 2.449
C 5.256 -1.812 0.623
C -4.621 -5.084 -5.719
C 5.074 2.811 1.800
C -1.879 1.780 1.768
C -3.175 -1.133 -3.404
C -4.209 -2.249 -3.294
C 5.220 1.309 1.531
C -2.728 -4.089 -4.326
C 0.554 2.365 2.379
C -0.940 2.591 2.658
C 2.688 3.638 1.752
C -3.446 -4.111 -5.674
H -3.791 -3.107 -5.936
H -2.535 -1.116 -2.523
H -3.555 3.064 2.073
H -4.386 -4.365 -2.974
H -1.225 3.626 2.508
H 6.127 0.554 3.344
H 4.663 -2.681 0.868
H 4.599 -0.976 0.430
H 5.393 1.116 0.477
H 4.044 3.884 3.393
H -5.086 -5.081 -6.706
H -2.544 -1.252 -4.287
H -1.271 3.022 0.258
H 7.185 1.460 2.306
H -4.290 -6.102 -5.506
H 0.693 1.864 1.427
H 1.433 3.972 3.490
H -4.874 -2.223 -4.162
H -2.725 -4.395 -6.446
H -1.156 1.406 -0.095
H 5.825 -2.029 -0.276
H 2.937 4.650 1.448
H 3.508 2.233 3.158
H -1.847 -3.446 -4.404
H 5.966 3.213 2.268
H -1.135 2.335 3.695
H 4.314 0.782 1.813
H -2.972 -3.652 -2.240
H -2.346 -5.092 -4.111
H 0.910 1.682 3.144
H -2.861 1.196 4.020
H 4.970 3.311 0.842
H 2.647 3.016 0.862
H -4.423 1.066 3.595
H -4.838 -2.057 -2.421
H -3.667 -0.162 -3.481
H -5.391 -4.819 -4.994
H 0.732 4.439 1.958
```

Properties
LUMO (eV): 0.40
Energy relative to the best compared isomer or geometry (same formula, charge and spin) (eV): 0.000
Multiplicity: 1
Energy (hartree): -1667.75889
Kohn-Sham gap (eV): 10.628
Maximum force (Eh/bohr): 0.0516
Net charge: 0

Here is a 10-piece molecular cluster, C48H126N10O14 overall in a non-equilibrium geometry from the Open Molecules 2025 dataset. Energies are from wB97M-V/def2-TZVPD.

Geometry as XYZ:
```
198
Properties=species:S:1:pos:R:3
O 3.970 2.127 5.498
O -0.364 -5.366 -0.726
O -5.003 -6.164 -2.312
O 6.441 3.241 -7.622
O 4.429 -6.358 0.097
O -8.832 -2.685 2.549
O -0.460 0.710 3.860
O 4.963 1.851 -2.897
O -4.438 4.466 -1.531
O -2.757 -0.511 0.007
O -6.175 -1.198 5.428
O 1.113 2.465 -4.540
O 1.706 5.494 0.654
O 4.167 1.768 0.914
N -2.310 -4.337 -2.518
N -1.139 6.133 -1.385
N -1.052 1.503 -0.592
N 5.618 -3.727 0.714
N 6.921 -1.332 -3.434
N 1.766 3.538 3.562
N -6.702 0.226 7.843
N 4.233 0.202 3.476
N 2.890 2.963 -6.469
N -6.948 -3.341 0.260
C -7.940 -2.355 0.218
C 4.119 -7.603 -0.502
C 0.279 5.680 -1.109
C -0.543 0.160 -0.677
C -4.400 3.410 -0.649
C 3.561 1.854 -2.835
C -7.293 -1.070 7.530
C -3.412 -4.604 -3.428
C 4.440 -0.344 2.121
C -7.530 -1.060 5.982
C -0.973 -4.733 -2.972
C 0.056 3.122 2.108
C -8.350 -2.301 -1.295
C 0.141 2.352 -3.494
C -3.481 -1.609 0.430
C -2.129 5.060 -1.268
C -8.572 -1.182 8.448
C 4.066 2.618 -7.259
C -10.056 -2.621 3.351
C 4.414 -3.831 -0.085
C 4.776 2.829 0.232
C -0.675 -0.320 4.796
C -9.152 -2.641 1.150
C 4.884 1.044 5.569
C 5.445 0.592 4.219
C 4.350 -5.285 -0.791
C 7.024 4.343 -8.345
C 0.540 2.821 3.504
C 0.663 6.341 0.201
C 5.551 0.716 -3.648
C 3.467 2.643 6.757
C 4.229 -2.603 -0.968
C -4.879 -6.489 -0.924
C -3.586 5.564 -1.435
C 2.770 6.147 1.302
C 0.921 0.116 -0.224
C -1.360 -0.663 0.292
C 1.749 2.015 -6.719
C 0.115 -4.718 -1.906
C -4.766 -4.764 -2.667
C -6.034 -1.293 4.005
C 0.785 1.387 3.916
C 5.237 3.581 -6.922
C 0.527 -5.388 0.379
C 5.004 0.610 1.056
C 6.586 -0.062 -2.776
C 0.652 2.629 -5.908
C 7.919 0.751 -2.696
H 1.533 -0.759 -0.444
H -6.382 -2.261 3.645
H 3.543 -0.859 1.778
H 4.098 -1.701 -0.370
H 7.794 1.742 -2.262
H 1.532 2.100 -7.784
H 3.764 2.889 -8.271
H 2.562 3.196 6.507
H 3.086 1.053 -2.268
H -3.378 -1.843 1.489
H 7.365 5.195 -7.757
H -9.182 -0.283 8.360
H 1.281 1.310 4.884
H -3.614 2.675 -0.827
H 5.725 1.427 6.147
H -2.390 -4.787 -1.618
H -9.195 -2.013 8.118
H -0.774 0.129 5.784
H -4.974 -7.572 -0.845
H -5.651 -6.311 -0.175
H 4.059 3.612 -0.016
H 2.636 6.151 2.384
H -1.068 1.736 0.391
H -8.844 -3.215 -1.625
H 3.582 0.973 3.419
H 0.476 3.664 -6.203
H 5.491 -4.607 1.192
H 3.305 2.724 -2.230
H 3.096 1.851 -3.820
H 4.357 1.590 -7.046
H 1.071 0.264 0.845
H -3.903 6.210 -0.616
H -0.521 1.493 -3.605
H 5.971 1.471 3.846
H -7.896 -0.096 5.627
H 1.970 0.994 -6.410
H -3.634 6.144 -2.357
H 4.463 -7.812 -1.515
H -1.703 -0.533 4.505
H 3.356 -2.707 -1.612
H 7.814 -1.801 -3.383
H -0.189 4.069 1.627
H -0.296 2.123 -6.089
H 6.342 -3.869 0.024
H 0.923 5.925 -1.954
H 3.029 -7.592 -0.500
H 5.174 -1.149 2.179
H 4.727 -8.354 0.003
H -0.658 -4.083 -3.789
H 4.811 4.578 -7.032
H -1.246 6.448 -2.338
H 8.668 0.147 -2.183
H 0.341 4.601 -0.963
H -3.496 -3.929 -4.280
H -1.051 -1.702 0.175
H 5.231 -5.392 -1.424
H -7.005 -3.607 1.232
H 6.750 -1.123 -4.407
H -7.564 -2.296 -2.050
H -6.692 -1.876 7.951
H 3.025 7.114 0.867
H -0.889 2.644 1.851
H 3.208 1.815 7.417
H 4.786 0.165 -4.195
H 5.386 3.275 1.018
H -0.072 -1.227 4.830
H -3.137 -2.457 -0.161
H -7.515 -1.379 0.454
H -2.148 4.759 -0.221
H 0.383 -6.262 1.013
H -9.060 -1.480 -1.389
H -4.951 -1.254 3.881
H -3.889 -6.236 -0.543
H -7.229 -4.066 -0.385
H -1.002 -0.428 1.294
H -9.669 -3.534 0.800
H -9.911 -2.682 4.430
H -1.886 4.262 -1.970
H -4.543 -1.430 0.262
H 1.548 0.923 -0.602
H 5.431 3.555 -5.849
H -8.341 -1.371 9.497
H 3.450 -5.448 -1.384
H -0.563 -0.127 -1.729
H 8.349 1.013 -3.663
H 5.980 0.943 1.411
H 0.678 2.624 1.364
H -5.605 -4.423 -3.273
H 5.972 -0.350 4.373
H 0.601 2.252 -2.510
H -10.434 -1.599 3.371
H -8.070 -1.907 5.559
H 0.906 -5.309 -2.370
H 3.052 2.903 -5.474
H -4.718 -4.146 -1.770
H -0.410 3.287 -3.595
H 5.073 -2.492 -1.648
H 0.936 7.369 -0.039
H -5.319 2.825 -0.605
H 7.941 4.003 -8.826
H -0.259 3.238 4.116
H 4.434 0.213 6.112
H 2.652 3.162 3.254
H 1.541 -5.421 -0.020
H 2.015 4.018 4.415
H 6.123 1.149 -4.468
H 1.418 0.792 3.258
H 0.468 -4.478 0.976
H -6.590 -0.510 3.489
H 3.605 -3.692 0.632
H -0.253 6.311 0.792
H 4.142 3.357 7.229
H -9.937 -1.914 0.941
H 6.440 4.800 -9.144
H 5.172 0.191 0.064
H -3.211 -5.498 -4.019
H 3.646 5.502 1.379
H -1.015 -5.731 -3.409
H -5.890 0.210 8.444
H -2.029 1.282 -0.721
H 6.215 -0.227 -1.765
H -6.447 0.647 6.962
H 0.525 -3.720 -1.751
H -4.314 3.814 0.360
H -10.978 -3.143 3.095
H 5.389 2.663 -0.653
```

Properties
LUMO (alpha / beta) (eV): 2.07 / 2.08
Energy relative to the best compared isomer or geometry (same formula, charge and spin) (eV): 3.909
Multiplicity: 2
Energy (hartree): -3504.74741
Kohn-Sham gap (alpha / beta) (eV): 1.201 / 8.729
Maximum force (Eh/bohr): 0.0744
Net charge: -1

Here is H9O4 as an isolated structure in a non-equilibrium geometry from the Open Molecules 2025 dataset. Energies are from wB97M-V/def2-TZVPD.

Geometry as XYZ:
```
13
Properties=species:S:1:pos:R:3
O 2.142 0.611 -0.479
O -1.653 1.157 -1.095
O -0.263 -0.819 -0.769
O -0.584 -1.409 1.732
H -0.998 0.119 -1.026
H -2.289 1.173 -0.352
H 2.768 0.859 -1.172
H -0.561 -0.945 0.200
H 0.606 -0.398 -0.567
H 0.179 -1.053 2.197
H -1.065 1.850 -0.720
H 2.265 1.230 0.251
H -0.547 -2.374 1.801
```

Properties
LUMO (eV): -3.91
Energy relative to the best compared isomer or geometry (same formula, charge and spin) (eV): 0.890
Multiplicity: 1
Energy (hartree): -306.09373
Kohn-Sham gap (eV): 12.636
Maximum force (Eh/bohr): 0.0393
Net charge: +1